# 1
Below is a 2-piece molecular cluster, C4H11N2O3P overall in a non-equilibrium geometry, with properties calculated with ωB97M-V with the def2-TZVPD basis set.

For the total energy, the calculation gives -22732.4924 eV. As for the charge: 0. The calculation puts the largest force on an atom at 0.0790 hartree/bohr. Its spin multiplicity is 3.

Positions of all 21 atoms, in Å:
C1 0.608 -1.857 0.397
C2 -1.169 0.479 -2.155
C3 0.622 -0.937 -0.838
C4 -0.463 0.183 -0.689
N1 -0.159 0.841 3.835
N2 1.139 2.559 2.325
O1 -0.676 -0.123 4.364
O2 2.289 0.246 2.630
O3 -0.198 1.323 0.047
P1 0.984 0.919 2.576
H1 1.555 -2.459 0.535
H2 -0.170 -2.631 0.283
H3 0.364 -1.292 1.211
H4 -0.431 0.317 -2.902
H5 -1.970 -0.221 -2.178
H6 -1.381 1.532 -2.126
H7 0.696 -1.504 -1.720
H8 1.546 -0.475 -0.575
H9 -1.377 -0.398 -0.148
H10 2.082 2.960 2.338
H11 0.495 3.122 1.731

The Mulliken scheme yields these atomic charges, measured in e: atom 1 (C): -1.170, atom 2 (C): -1.182, atom 3 (C): -0.450, atom 4 (C): 0.413, atom 5 (N): 0.104, atom 6 (N): -0.446, atom 7 (O): -0.324, atom 8 (O): -0.566, atom 9 (O): -0.417, atom 10 (P): 0.803, atom 11 (H): 0.304, atom 12 (H): 0.377, atom 13 (H): 0.173, atom 14 (H): 0.342, atom 15 (H): 0.346, atom 16 (H): 0.342, atom 17 (H): 0.441, atom 18 (H): 0.266, atom 19 (H): 0.123, atom 20 (H): 0.263, atom 21 (H): 0.257

# 2
Below is one molecule with the formula C2H7OPS in a non-equilibrium geometry, with properties calculated with ωB97M-V with the def2-TZVPD basis set.

For the total energy, the calculation gives -24357.5162 eV. As for the charge: 0. The structure (SMILES) is OC[C@@H](P)S. The energy above the lowest of the compared OMol25 structures with the same formula, charge and spin comes out at 58.9 kcal/mol. The calculation puts the largest force on an atom at 0.0588 hartree/bohr.

Positions of all 12 atoms, in Å:
O1 -2.084 -0.171 0.172
C1 -0.758 -0.639 -0.040
C2 0.252 0.492 0.408
P1 2.054 0.233 0.037
S1 -0.294 2.094 -0.421
H1 -2.793 -0.762 -0.179
H2 -0.497 -0.952 -1.043
H3 -0.569 -1.439 0.749
H4 0.056 0.796 1.427
H5 1.619 -0.881 -0.820
H6 2.417 -0.739 1.083
H7 0.596 1.969 -1.374

The Mulliken scheme yields these atomic charges, measured in e: atom 1 (O): -0.496, atom 2 (C): -0.344, atom 3 (C): -0.400, atom 4 (P): -0.040, atom 5 (S): -0.167, atom 6 (H): 0.302, atom 7 (H): 0.339, atom 8 (H): 0.256, atom 9 (H): 0.338, atom 10 (H): 0.042, atom 11 (H): 0.060, atom 12 (H): 0.109

> What is the total energy in the second record?

-24357.5162 eV

> total energy of number 1 (C4H11N2O3P)?

-22732.4924 eV